Record 1
Here is C55H56MnN2OP as an isolated structure from OMol25. Energies are from wB97M-V/def2-TZVPD.

E_HOMO (alpha / beta) in eV: -1.27 / -2.17
F_max in hartree/bohr: 0.0079
DFT total energy in Ha: -3806.5600
Orbital gap (alpha / beta) in eV: 3.2 / 4.1
LUMO energy (alpha / beta) in eV: 1.94 / 1.95
Total charge: -1
Energy above the lowest of the compared OMol25 structures with the same formula, charge and spin in kJ/mol: 81.4
2S+1: 6

```
116
Properties=species:S:1:pos:R:3:forces:R:3
Mn -0.529 -0.164 0.408 -0.1 -0.1 0.2
C 1.498 -1.723 0.730 0.1 0.1 0.0
C 0.443 -2.386 1.407 0.1 0.0 0.0
C 0.026 -1.492 2.473 0.1 0.0 0.1
C 0.873 -0.344 2.380 0.1 -0.2 0.2
C 1.808 -0.492 1.340 -0.1 -0.4 0.0
C 3.166 0.175 1.260 -0.1 0.3 -0.1
C 3.171 1.504 2.017 0.0 0.0 -0.1
C 3.615 0.409 -0.182 0.0 0.0 0.0
C 4.183 -0.772 1.918 0.0 0.0 0.1
C -0.759 -1.661 3.793 0.0 -0.2 -0.1
C 0.077 -2.535 4.746 0.0 -0.1 0.0
C -0.929 -0.304 4.486 0.0 0.0 0.1
C -2.182 -2.234 3.711 0.0 0.0 0.0
C 0.133 -3.845 0.984 0.1 0.0 0.1
C -0.944 -3.974 -0.114 0.0 0.0 0.0
C -0.236 -4.758 2.154 0.0 -0.1 0.0
C 1.414 -4.474 0.390 0.0 0.0 0.0
H 2.053 -2.131 -0.098 0.0 0.0 0.0
H 0.890 0.460 3.096 -0.1 0.1 -0.1
H 2.427 2.193 1.608 0.0 0.0 0.0
H 4.154 1.975 1.941 0.0 0.0 0.0
H 2.946 1.363 3.074 0.0 0.0 0.0
H 3.008 1.169 -0.678 0.1 -0.1 0.1
H 3.552 -0.514 -0.759 0.0 0.0 0.0
H 4.657 0.745 -0.205 0.0 0.0 0.0
H 3.830 -1.090 2.901 0.0 0.0 0.0
H 5.150 -0.273 2.037 0.0 0.0 0.0
H 4.329 -1.667 1.309 0.0 0.0 0.0
H 1.104 -2.166 4.789 0.0 0.0 0.0
H 0.103 -3.577 4.436 0.0 0.0 0.0
H -0.347 -2.495 5.754 0.0 0.0 0.0
H 0.005 0.074 4.901 0.0 0.0 0.0
H -1.629 -0.412 5.318 0.0 0.0 0.0
H -1.322 0.445 3.807 -0.1 0.1 -0.1
H -2.280 -3.121 3.090 0.0 0.0 0.0
H -2.879 -1.485 3.332 0.0 0.0 0.0
H -2.508 -2.506 4.718 0.0 0.0 0.0
H -1.948 -4.080 0.294 0.0 0.0 0.0
H -0.754 -4.867 -0.717 0.0 0.0 0.0
H -0.944 -3.109 -0.782 0.0 0.0 0.0
H -1.155 -4.467 2.654 0.0 0.0 0.0
H 0.565 -4.783 2.893 0.0 0.0 0.0
H -0.378 -5.778 1.782 0.0 0.0 0.0
H 1.660 -4.055 -0.585 0.0 0.0 0.0
H 1.251 -5.546 0.252 0.0 0.0 0.0
H 2.272 -4.330 1.048 0.0 0.0 0.0
C -4.496 -2.217 0.676 0.0 0.0 -0.1
C -5.406 -1.430 -0.042 0.0 -0.1 0.1
C -4.958 -0.294 -0.661 0.1 0.1 -0.1
C -3.602 0.101 -0.576 0.0 -0.1 0.1
N -2.719 -0.696 0.102 -0.1 0.3 0.0
C -3.187 -1.794 0.695 0.1 -0.1 0.0
C -3.164 1.332 -1.202 0.0 0.1 -0.1
C -3.862 1.795 -2.342 0.0 0.0 0.1
C -3.547 2.971 -2.977 0.0 0.0 -0.1
C -2.481 3.749 -2.495 0.0 0.0 0.1
C -1.779 3.320 -1.391 0.0 0.1 -0.1
C -2.099 2.139 -0.697 0.0 0.0 0.0
H -4.792 -3.106 1.214 0.0 0.0 0.0
H -6.457 -1.692 -0.080 0.0 0.0 0.0
H -5.655 0.355 -1.170 0.0 0.0 0.0
H -2.442 -2.362 1.226 0.0 0.0 0.0
H -4.652 1.177 -2.752 0.0 0.0 0.0
H -4.106 3.283 -3.851 0.0 0.0 0.0
H -2.228 4.691 -2.965 0.0 0.0 0.0
H -0.990 3.939 -0.987 0.0 0.0 0.0
O 0.003 -0.277 -1.704 0.0 0.0 0.0
P 0.790 0.168 -2.896 0.0 0.0 0.0
C 2.268 -0.839 -3.120 0.0 0.0 0.0
C 2.163 -2.186 -2.781 0.1 0.0 0.0
C 3.266 -3.018 -2.897 0.0 0.0 0.0
C 4.472 -2.506 -3.356 0.0 0.0 0.0
C 4.578 -1.168 -3.705 0.0 0.0 0.0
C 3.476 -0.332 -3.586 0.0 0.0 0.0
C 1.309 1.887 -2.821 -0.1 0.0 0.0
C 1.342 2.528 -1.587 0.0 0.1 -0.1
C 1.773 3.846 -1.506 0.0 0.0 0.0
C 2.156 4.522 -2.653 0.0 0.0 0.0
C 2.102 3.892 -3.891 0.0 0.0 0.0
C 1.674 2.577 -3.976 0.0 0.0 0.0
C -0.148 0.014 -4.420 0.0 0.1 0.1
C -1.409 0.604 -4.410 0.0 0.0 0.0
C -2.199 0.556 -5.546 0.0 0.0 0.0
C -1.729 -0.076 -6.691 0.0 0.0 0.0
C -0.472 -0.665 -6.701 0.0 0.0 0.0
C 0.323 -0.621 -5.563 0.0 0.0 -0.1
H 1.223 -2.568 -2.400 0.0 0.0 0.0
H 3.187 -4.060 -2.613 0.0 0.0 0.0
H 5.336 -3.154 -3.436 0.0 0.0 0.0
H 5.522 -0.768 -4.053 0.0 0.0 0.0
H 3.569 0.720 -3.825 0.0 0.0 0.0
H 1.002 2.016 -0.694 0.0 0.0 0.0
H 1.785 4.342 -0.544 0.0 0.0 0.0
H 2.482 5.552 -2.587 0.0 0.0 0.0
H 2.381 4.428 -4.789 0.0 0.0 0.0
H 1.609 2.093 -4.944 0.0 0.0 0.0
H -1.776 1.093 -3.516 0.0 0.0 0.0
H -3.179 1.015 -5.530 0.0 0.0 0.0
H -2.347 -0.113 -7.580 0.0 0.0 0.0
H -0.110 -1.162 -7.592 0.0 0.0 0.0
H 1.301 -1.088 -5.567 0.0 0.0 0.0
N -1.138 5.444 7.738 0.0 0.0 0.0
C -1.173 4.907 6.711 0.0 0.0 0.0
C -1.216 4.250 5.460 0.0 0.1 0.0
C -2.270 3.362 5.129 0.0 -0.1 0.0
C -2.334 2.738 3.922 0.1 0.0 0.0
C -1.328 2.955 2.897 0.1 0.1 0.1
C -0.249 3.853 3.268 0.0 0.0 0.0
C -0.211 4.463 4.484 0.0 0.0 0.0
C -1.390 2.394 1.673 0.1 -0.1 0.1
C -1.394 1.814 0.527 -0.2 0.1 -0.2
H -3.045 3.178 5.865 0.0 0.0 0.0
H -3.159 2.073 3.700 0.0 0.0 0.0
H 0.544 4.026 2.550 0.0 0.0 0.0
H 0.614 5.125 4.723 0.0 0.0 0.0
```
Forces are in eV/Å.

---

Record 2
Here is an isolated ion of composition C5H11N4 and charge +1 in a non-equilibrium geometry from OMol25. Energies are from wB97M-V/def2-TZVPD.

E_HOMO in eV: -13.04
F_max in hartree/bohr: 0.0917
DFT total energy in Ha: -415.8995
Orbital gap in eV: 9.4
LUMO energy in eV: -3.60
Total charge: +1
SMILES: C[C@]1(N)NC=CC(=[NH2+])N1
Energy above the lowest of the compared OMol25 structures with the same formula, charge and spin in kJ/mol: 62.2
2S+1: 1

```
20
Properties=species:S:1:pos:R:3:forces:R:3
C 1.911 0.563 -0.804 0.8 3.8 2.7
C 0.643 0.728 0.019 -1.4 1.6 -2.0
N 0.186 2.136 0.287 0.5 -1.3 -0.6
N 0.721 0.080 1.280 0.7 1.3 -0.1
C -0.075 -0.877 1.682 -0.3 -3.1 2.7
C -1.028 -1.484 0.943 -0.5 0.3 -3.5
C -1.197 -0.946 -0.415 0.3 0.7 1.6
N -2.165 -1.483 -1.197 -0.1 3.6 -2.1
N -0.434 0.076 -0.822 -0.9 -1.1 -0.2
H 1.862 1.195 -1.658 0.0 0.5 -0.8
H 2.005 -0.393 -1.077 0.5 -3.7 -1.1
H 2.821 0.871 -0.201 -1.0 -0.3 -0.7
H 0.385 2.793 -0.479 0.1 -0.5 0.5
H 0.656 2.432 1.130 0.0 0.6 0.0
H 1.192 0.675 1.948 0.1 -0.6 0.3
H 0.170 -1.322 2.695 -0.4 0.9 -1.1
H -1.599 -2.415 0.951 0.6 0.3 1.6
H -2.703 -2.127 -0.718 -1.3 -1.6 0.9
H -2.812 -0.794 -1.741 1.9 -1.7 1.0
H -0.539 0.290 -1.824 0.5 0.4 0.9
```
Forces are in eV/Å.

---

Record 3
Here is a 2-piece molecular cluster, C5H7BN2O overall in a non-equilibrium geometry from OMol25. Energies are from wB97M-V/def2-TZVPD.

E_HOMO (alpha / beta) in eV: -9.51 / -8.62
F_max in hartree/bohr: 0.1329
DFT total energy in Ha: -404.2147
Orbital gap (alpha / beta) in eV: 8.9 / 7.4
LUMO energy (alpha / beta) in eV: -0.61 / -1.25
Energy above the lowest of the compared OMol25 structures with the same formula, charge and spin in kJ/mol: 401.6
2S+1: 1

```
16
Properties=species:S:1:pos:R:3:forces:R:3
B 1.158 0.777 -0.135 1.1 0.3 0.4
C -2.997 0.076 -0.072 -1.1 -0.2 0.1
C -0.220 0.277 -0.297 -6.7 0.0 -0.2
C -2.116 1.086 -0.196 6.1 -3.1 -0.5
C -0.267 -1.195 -0.037 -0.8 -0.2 -0.2
C 1.269 -1.563 0.089 -1.7 1.5 -0.4
N -3.737 -0.824 0.015 0.3 0.1 0.0
N 1.700 2.035 0.062 -0.1 -0.6 -0.2
O 2.007 -0.320 -0.028 -0.3 -0.7 0.1
H -2.003 2.102 -0.058 -0.6 1.7 0.2
H -0.931 -1.271 0.881 1.2 -0.4 -0.5
H -0.822 -1.875 -0.763 0.7 1.1 0.5
H 1.407 -1.985 1.044 0.7 -0.5 1.1
H 1.558 -2.247 -0.682 0.3 -0.3 -0.4
H 1.321 2.938 0.019 -0.6 0.8 -0.1
H 2.672 1.989 0.159 1.6 0.5 0.3
```
Forces are in eV/Å.

---

Record 4
Here is C3H9N4 as an isolated structure in a non-equilibrium geometry from OMol25. Energies are from wB97M-V/def2-TZVPD.

E_HOMO in eV: -13.10
F_max in hartree/bohr: 0.1350
DFT total energy in Ha: -338.3899
Orbital gap in eV: 9.1
LUMO energy in eV: -3.96
Total charge: +1
Energy above the lowest of the compared OMol25 structures with the same formula, charge and spin in kJ/mol: 343.9
2S+1: 1

```
16
Properties=species:S:1:pos:R:3:forces:R:3
C 0.326 -1.794 0.031 0.5 -2.5 2.4
C 0.719 0.222 0.482 2.7 6.4 0.0
C -0.478 0.240 -0.387 -0.9 -1.3 -2.1
N 1.039 -1.052 0.789 0.8 -1.3 0.0
N -0.662 -1.170 -0.672 -0.2 1.1 0.2
N 2.035 1.174 -0.471 -1.3 -2.9 0.9
N -1.622 0.730 0.480 -2.7 1.6 -2.0
H 0.447 -2.860 0.332 -0.7 0.4 -1.5
H 0.443 0.944 1.392 1.6 -1.5 -1.6
H -0.425 0.770 -1.363 -0.2 0.4 1.1
H -1.216 -1.464 -1.451 0.2 -0.6 -0.3
H 2.881 1.149 0.153 -1.1 -0.1 -0.4
H 2.335 0.499 -1.270 -0.8 1.1 1.8
H -1.307 1.611 0.933 -0.5 -0.6 0.0
H -2.007 0.045 1.133 0.7 -0.2 0.4
H -2.508 0.955 -0.112 1.9 -0.1 1.0
```
Forces are in eV/Å.

---

Record 5
Here is C27H44BrMgN6O2Se as an isolated structure from OMol25. Energies are from wB97M-V/def2-TZVPD.

E_HOMO in eV: -10.40
F_max in hartree/bohr: 0.0015
DFT total energy in Ha: -6709.7801
Orbital gap in eV: 8.5
LUMO energy in eV: -1.93
Total charge: +1
Energy above the lowest of the compared OMol25 structures with the same formula, charge and spin in kJ/mol: 0.0
2S+1: 1

```
82
Properties=species:S:1:pos:R:3:forces:R:3
Mg -2.196 -1.111 0.861 0.0 0.0 0.1
N -4.450 -1.114 0.611 0.0 0.0 0.0
C -5.080 -0.027 1.385 0.0 0.0 0.0
C -4.091 1.108 1.625 0.0 0.0 0.0
N -2.788 0.639 2.128 0.0 0.0 0.0
C -2.733 0.277 3.553 0.0 0.0 0.0
C -3.095 -1.186 3.793 0.0 0.0 0.0
N -2.322 -2.049 2.884 0.0 0.0 0.0
H -4.997 -1.964 0.686 0.0 0.0 0.0
H -4.426 -0.865 -0.375 0.0 0.0 0.0
H -5.956 0.386 0.882 0.0 0.0 0.0
H -5.431 -0.440 2.329 0.0 0.0 0.0
H -3.895 1.611 0.676 0.0 0.0 0.0
H -4.543 1.837 2.305 0.0 0.0 0.0
H -2.110 1.370 1.952 0.0 0.0 0.0
H -1.703 0.431 3.884 0.0 0.0 0.0
H -3.375 0.923 4.160 0.0 0.0 0.0
H -2.912 -1.422 4.844 0.0 0.0 0.0
H -4.152 -1.365 3.610 0.0 0.0 0.0
H -1.374 -2.146 3.238 0.0 0.0 0.0
H -2.698 -2.992 2.850 0.0 0.0 0.0
C 3.489 4.017 2.869 0.0 0.0 0.0
C 3.645 2.542 2.512 0.0 0.0 0.0
C 2.437 1.700 2.919 0.0 0.0 0.0
C 1.200 1.925 2.055 0.0 0.0 0.0
N 1.365 1.418 0.696 0.0 0.0 0.0
C 1.180 0.137 0.316 0.0 0.0 0.0
Se 0.631 -1.245 1.439 0.0 0.0 -0.1
N 1.452 0.044 -0.999 0.0 0.0 0.0
C 1.366 -1.179 -1.792 0.0 0.0 0.0
C 2.613 -2.046 -1.651 0.0 0.0 0.0
C 3.881 -1.430 -2.240 0.0 0.0 0.0
C 3.894 -1.428 -3.766 0.0 0.0 0.0
C 1.788 1.301 -1.489 0.0 0.0 0.0
C 2.081 1.745 -2.772 0.0 0.0 0.0
C 2.329 3.096 -2.925 0.0 0.0 0.0
C 2.286 3.976 -1.836 0.0 0.0 0.0
C 1.988 3.533 -0.560 0.0 0.0 0.0
C 1.735 2.175 -0.411 0.0 0.0 0.0
H 4.343 4.601 2.526 0.0 0.0 0.0
H 3.408 4.146 3.950 0.0 0.0 0.0
H 2.593 4.458 2.424 0.0 0.0 0.0
H 4.533 2.146 3.008 0.0 0.0 0.0
H 3.829 2.431 1.440 0.0 0.0 0.0
H 2.164 1.929 3.954 0.0 0.0 0.0
H 2.674 0.635 2.890 0.0 0.0 0.0
H 0.951 2.983 1.970 0.0 0.0 0.0
H 0.346 1.404 2.487 0.0 0.0 0.0
H 1.189 -0.873 -2.823 0.0 0.0 0.0
H 0.476 -1.708 -1.459 0.0 0.0 0.0
H 2.419 -3.002 -2.153 0.0 0.0 0.0
H 2.750 -2.268 -0.590 0.0 0.0 0.0
H 4.744 -1.989 -1.877 0.0 0.0 0.0
H 4.003 -0.412 -1.859 0.0 0.0 0.0
H 3.888 -2.448 -4.154 0.0 0.0 0.0
H 4.783 -0.931 -4.153 0.0 0.0 0.0
H 3.026 -0.916 -4.186 0.0 0.0 0.0
H 2.098 1.076 -3.620 0.0 0.0 0.0
H 2.549 3.483 -3.910 0.0 0.0 0.0
H 2.489 5.026 -1.997 0.0 0.0 0.0
H 1.965 4.216 0.278 0.0 0.0 0.0
N -0.338 -4.390 -1.532 0.0 0.0 0.0
C -0.570 -5.031 -0.241 0.0 0.0 0.0
C -1.640 -4.284 0.536 0.0 0.0 0.0
O -2.112 -4.644 1.575 0.0 0.0 0.0
O -2.005 -3.124 -0.060 0.0 0.0 0.0
H 0.644 -4.221 -1.703 0.0 0.0 0.0
H -1.456 -3.098 -0.892 0.0 0.0 0.0
H -0.704 -4.933 -2.303 0.0 0.0 0.0
H 0.326 -4.993 0.380 0.0 0.0 0.0
H -0.873 -6.076 -0.307 0.0 0.0 0.0
Br -0.938 2.196 -5.068 0.0 0.0 0.0
C -1.374 1.302 -3.456 0.0 0.0 0.0
C -1.793 -0.016 -3.491 0.0 0.0 0.0
C -2.060 -0.667 -2.289 0.0 0.0 0.0
C -1.924 -0.069 -1.025 -0.1 0.0 0.0
C -1.540 1.282 -1.075 0.1 0.0 0.0
C -1.259 1.972 -2.248 0.0 0.0 0.0
H -1.906 -0.524 -4.440 0.0 0.0 0.0
H -2.387 -1.705 -2.373 0.0 0.0 0.0
H -1.412 1.848 -0.151 0.0 0.0 0.0
H -0.933 3.005 -2.228 0.0 0.0 0.0
```
Forces are in eV/Å.

---

Q: Which of these has the lowest DFT total energy?
A: C27H44BrMgN6O2Se

---

Q: Number 4 is which compound?
A: C3H9N4